# 1
# C16H29Cl10MgO6

A molecular structure, C16H29Cl10MgO6 in a non-equilibrium geometry (ωB97M-V with the def2-TZVPD basis set, the Open Molecules 2025 dataset).

Positions of all 62 atoms, in Å:
Mg (-13.8822, -10.5287, -14.9983)
C (-17.9803, -11.3685, -14.0626)
C (-16.6580, -11.5194, -14.8115)
O (-15.5597, -11.2486, -14.2814)
O (-16.7258, -11.7542, -16.0355)
H (-18.2603, -10.3446, -13.8150)
H (-17.7626, -11.7996, -13.0854)
H (-18.7594, -11.8985, -14.6107)
C (-12.1788, -12.5153, -18.0916)
C (-13.5587, -11.9933, -17.8443)
O (-14.4614, -11.9923, -18.6888)
O (-13.9391, -11.4996, -16.7388)
H (-11.4775, -12.0468, -17.4012)
H (-11.9049, -12.4392, -19.1439)
H (-12.0189, -13.5648, -17.8442)
C (-10.6449, -11.3214, -13.0424)
C (-11.9220, -10.9445, -13.7695)
O (-12.2035, -9.8155, -14.2045)
O (-12.6576, -11.8259, -14.1624)
H (-10.5479, -10.7981, -12.0912)
H (-9.7263, -11.1081, -13.5890)
H (-10.6887, -12.3968, -12.8703)
Cl (-10.5128, -16.2260, -11.0693)
C (-9.2304, -15.6982, -12.1106)
C (-8.1389, -15.0633, -11.2969)
Cl (-7.2920, -16.2839, -10.1954)
H (-9.6138, -14.8914, -12.7352)
H (-8.9805, -16.5828, -12.6963)
H (-8.4934, -14.2828, -10.6236)
H (-7.4039, -14.6284, -11.9741)
Cl (-10.8262, -10.6255, -6.6219)
C (-11.3672, -11.7253, -7.9393)
C (-11.9597, -10.8468, -9.0967)
Cl (-12.5647, -11.8803, -10.3724)
H (-12.1161, -12.4395, -7.5970)
H (-10.4896, -12.2664, -8.2931)
H (-11.1736, -10.2206, -9.5187)
H (-12.7706, -10.2115, -8.7404)
Cl (-6.4110, -10.4126, -14.1648)
C (-7.5478, -9.4598, -15.0735)
C (-8.2708, -10.4194, -16.0219)
Cl (-7.9170, -9.9697, -17.6931)
H (-6.9330, -8.7490, -15.6255)
H (-8.1924, -9.1028, -14.2702)
H (-9.3520, -10.3128, -15.9339)
H (-8.0128, -11.4738, -15.9235)
Cl (-10.9572, -14.7326, -15.4319)
C (-12.1268, -15.4367, -14.2967)
C (-13.4902, -15.6172, -15.0428)
Cl (-13.2980, -16.9197, -16.2531)
H (-12.1842, -14.6806, -13.5137)
H (-11.7268, -16.3668, -13.8930)
H (-14.0088, -14.7835, -15.5163)
H (-14.2098, -15.9232, -14.2835)
Cl (-6.8993, -8.7202, -8.9453)
C (-6.2630, -10.0960, -9.8887)
C (-6.9227, -11.3513, -9.4908)
Cl (-8.4456, -11.7081, -10.3090)
H (-5.1824, -10.0496, -9.7535)
H (-6.4980, -9.7592, -10.8983)
H (-6.9556, -11.4107, -8.4029)
H (-6.2950, -12.2364, -9.5945)

Properties
Net charge: -1
Relative energy (zero: lowest compared OMol25 entry of this formula, charge and spin) (eV): 0.000
HOMO level (eV): -4.71
Orbital gap (eV): 6.4

Atom-resolved charges from natural (NBO), all expressed in e:
1. Mg 1.814
2. C -0.725
3. C 0.764
4. O -0.946
5. O -0.672
6. H 0.210
7. H 0.202
8. H 0.223
9. C -0.725
10. C 0.758
11. O -0.691
12. O -0.939
13. H 0.203
14. H 0.220
15. H 0.228
16. C -0.705
17. C 0.763
18. O -0.874
19. O -0.769
20. H 0.220
21. H 0.212
22. H 0.223
23. Cl -0.045
24. C -0.425
25. C -0.347
26. Cl -0.116
27. H 0.237
28. H 0.235
29. H 0.234
30. H 0.221
31. Cl -0.080
32. C -0.370
33. C -0.404
34. Cl -0.027
35. H 0.220
36. H 0.223
37. H 0.220
38. H 0.221
39. Cl -0.076
40. C -0.406
41. C -0.404
42. Cl -0.060
43. H 0.239
44. H 0.235
45. H 0.239
46. H 0.235
47. Cl -0.076
48. C -0.389
49. C -0.387
50. Cl -0.078
51. H 0.236
52. H 0.216
53. H 0.268
54. H 0.213
55. Cl -0.079
56. C -0.391
57. C -0.425
58. Cl -0.037
59. H 0.231
60. H 0.241
61. H 0.235
62. H 0.231

=====

# 2
# H6N2

2 unconnected molecules or ions with the total composition H6N2 (ωB97M-V with the def2-TZVPD basis set, the Open Molecules 2025 dataset).

Positions of all 8 atoms, in Å:
N (-1.9817, -1.9839, 1.1473)
H (-1.4692, -1.2567, 0.6383)
H (-2.7989, -1.5321, 1.5701)
H (-2.3351, -2.6444, 0.4477)
N (1.8897, 1.7268, -0.9305)
H (2.2970, 1.6206, -1.8651)
H (2.5649, 1.3369, -0.2651)
H (1.8333, 2.7329, -0.7426)

Properties
Net charge: 0
Structure (SMILES): N.N
Relative energy (zero: lowest compared OMol25 entry of this formula, charge and spin) (eV): 0.098
HOMO level (eV): -10.02
Orbital gap (eV): 11.2

Atom-resolved charges from natural (NBO), all expressed in e:
1. N -1.072
2. H 0.360
3. H 0.355
4. H 0.355
5. N -1.071
6. H 0.357
7. H 0.358
8. H 0.357

=====

# 3
# C16H46N2O12PS4

5 unconnected molecules or ions with the total composition C16H46N2O12PS4 in a non-equilibrium geometry (ωB97M-V with the def2-TZVPD basis set, the Open Molecules 2025 dataset).

Positions of all 81 atoms, in Å:
C (3.2625, 1.0781, 3.2802)
P (3.5646, 0.3634, 1.6282)
C (3.2107, 1.7008, 0.4363)
N (2.2573, -0.8994, 1.3129)
C (0.9007, -0.8591, 1.9711)
C (0.1753, 0.4879, 1.8454)
N (-0.1099, 1.0580, 3.1640)
H (2.5749, 0.4954, 3.8932)
H (2.8941, 2.1013, 3.2110)
H (4.2364, 1.0944, 3.7619)
H (4.1650, 1.9700, -0.0074)
H (2.7279, 2.5697, 0.8796)
H (2.5761, 1.3346, -0.3722)
H (2.1521, -0.9325, 0.2953)
H (2.7287, -1.7785, 1.5494)
H (1.0272, -1.1096, 3.0199)
H (0.3170, -1.6556, 1.5134)
H (-0.7865, 0.2807, 1.3800)
H (0.7219, 1.1697, 1.1877)
H (0.5057, 1.8305, 3.3884)
H (-1.0496, 1.4455, 3.1175)
O (-3.3906, 1.2347, 2.7370)
S (-4.1044, 0.0228, 3.0527)
O (-3.3212, -1.1440, 3.3250)
O (-5.1364, -0.2712, 1.9031)
C (-4.6372, -0.2006, 0.5350)
C (-3.6985, -1.3292, 0.1833)
C (-5.2446, 0.2917, 4.3570)
H (-4.1603, 0.7705, 0.3977)
H (-5.5383, -0.2152, -0.0723)
H (-2.7752, -1.2613, 0.7596)
H (-3.4457, -1.2814, -0.8754)
H (-4.1473, -2.2992, 0.3941)
H (-5.8371, 1.1737, 4.1307)
H (-4.6556, 0.4412, 5.2594)
H (-5.8685, -0.5928, 4.4523)
O (-0.5356, -2.5907, -2.9414)
S (-1.6677, -2.1725, -3.7179)
O (-2.9348, -2.0469, -3.0626)
O (-1.8008, -3.0963, -4.9855)
C (-1.8302, -4.5394, -4.7814)
C (-3.1593, -5.0294, -4.2554)
C (-1.3032, -0.6769, -4.5658)
H (-1.0026, -4.8128, -4.1267)
H (-1.6242, -4.9415, -5.7701)
H (-3.3470, -4.6747, -3.2435)
H (-3.1562, -6.1194, -4.2451)
H (-3.9744, -4.6857, -4.8912)
H (-0.3477, -0.7834, -5.0713)
H (-1.2583, 0.1062, -3.8121)
H (-2.1043, -0.4759, -5.2717)
O (4.7241, -2.5854, 0.4972)
S (5.4974, -2.0765, -0.6095)
O (4.8593, -1.1051, -1.4511)
O (6.0384, -3.2779, -1.4563)
C (5.0980, -4.2983, -1.9099)
C (4.2551, -3.8399, -3.0767)
C (7.0382, -1.4584, -0.0490)
H (4.4936, -4.6127, -1.0592)
H (5.7406, -5.1290, -2.1889)
H (3.5693, -3.0434, -2.7926)
H (3.6711, -4.6838, -3.4436)
H (4.8855, -3.4702, -3.8845)
H (7.5033, -2.2034, 0.5904)
H (6.8204, -0.5504, 0.5096)
H (7.6551, -1.2375, -0.9160)
O (-1.6412, 7.5543, 1.1357)
S (-1.7249, 6.4114, 0.2811)
O (-3.0036, 5.9510, -0.1589)
O (-0.9376, 5.2099, 0.9699)
C (-1.2886, 4.9131, 2.3478)
C (-2.6144, 4.1976, 2.4840)
C (-0.6710, 6.6154, -1.1099)
H (-1.2626, 5.8399, 2.9216)
H (-0.4654, 4.2884, 2.6942)
H (-3.4395, 4.8494, 2.2016)
H (-2.7558, 3.8877, 3.5194)
H (-2.6491, 3.3170, 1.8460)
H (0.3057, 6.9443, -0.7672)
H (-1.1345, 7.3755, -1.7352)
H (-0.6117, 5.6711, -1.6438)

Properties
Net charge: +1
HOMO level (eV): -12.37
Orbital gap (eV): 10.1

Atom-resolved charges from Löwdin, all expressed in e:
1. C -0.263
2. P 0.967
3. C -0.271
4. N -0.116
5. C -0.144
6. C -0.240
7. N 0.035
8. H 0.044
9. H 0.040
10. H 0.038
11. H 0.040
12. H 0.041
13. H 0.046
14. H 0.135
15. H 0.108
16. H 0.119
17. H 0.127
18. H 0.105
19. H 0.094
20. H 0.050
21. H 0.044
22. O -0.307
23. S 0.565
24. O -0.276
25. O -0.250
26. C -0.224
27. C -0.062
28. C -0.109
29. H 0.112
30. H 0.128
31. H 0.055
32. H 0.057
33. H 0.095
34. H 0.081
35. H 0.082
36. H 0.081
37. O -0.293
38. S 0.554
39. O -0.282
40. O -0.260
41. C -0.232
42. C -0.068
43. C -0.118
44. H 0.113
45. H 0.124
46. H 0.072
47. H 0.086
48. H 0.089
49. H 0.077
50. H 0.075
51. H 0.080
52. O -0.325
53. S 0.534
54. O -0.296
55. O -0.253
56. C -0.223
57. C -0.065
58. C -0.111
59. H 0.114
60. H 0.127
61. H 0.068
62. H 0.087
63. H 0.090
64. H 0.083
65. H 0.067
66. H 0.084
67. O -0.266
68. S 0.563
69. O -0.270
70. O -0.273
71. C -0.245
72. C -0.078
73. C -0.123
74. H 0.115
75. H 0.104
76. H 0.079
77. H 0.084
78. H 0.061
79. H 0.075
80. H 0.080
81. H 0.072

=====

# 4
# C5H10N2

C5H10N2 in the gas phase in a non-equilibrium geometry (ωB97M-V with the def2-TZVPD basis set, the Open Molecules 2025 dataset).

Positions of all 17 atoms, in Å:
C (0.3760, -0.9594, 0.1329)
C (-1.0799, -0.5033, 0.4321)
C (0.1103, 1.4277, 0.2689)
C (0.8180, 0.3824, -0.5657)
C (-0.3428, 0.4587, -1.5381)
H (0.9293, -0.7762, 2.1322)
H (2.0847, -1.5922, 1.2839)
H (0.4610, -1.7282, -0.6183)
H (-1.7513, -1.2816, 0.0937)
H (-1.3826, -0.3953, 1.4715)
H (0.1531, 1.4472, 1.3408)
H (0.1849, 2.4714, -0.0253)
H (1.8400, 0.3102, -0.8265)
H (-0.6343, -0.4846, -2.0451)
H (-0.2758, 1.3710, -2.2155)
N (1.0653, -1.3494, 1.3001)
N (-1.1937, 0.7524, -0.2960)

Properties
Net charge: 0
Structure (SMILES): N[C@H]1CN2CC1C2
Relative energy (zero: lowest compared OMol25 entry of this formula, charge and spin) (eV): 2.045
HOMO level (eV): -8.63
Orbital gap (eV): 9.7

Atom-resolved charges from natural (NBO), all expressed in e:
1. C -0.053
2. C -0.264
3. C -0.249
4. C -0.272
5. C -0.240
6. H 0.361
7. H 0.369
8. H 0.185
9. H 0.202
10. H 0.204
11. H 0.188
12. H 0.205
13. H 0.203
14. H 0.193
15. H 0.206
16. N -0.854
17. N -0.385

=====

# 5
# C35H40AsGe2NNi

A molecular structure, C35H40AsGe2NNi (ωB97M-V with the def2-TZVPD basis set, the Open Molecules 2025 dataset).

Positions of all 80 atoms, in Å:
Ni (0.1509, -0.9201, -0.2235)
C (-1.8507, -4.5657, -1.2036)
C (-0.9214, -5.1108, -2.0826)
C (0.2758, -4.4604, -2.3127)
C (0.5382, -3.2616, -1.6608)
N (-0.3799, -2.7381, -0.8293)
C (-1.5375, -3.3685, -0.6008)
C (1.7874, -2.4688, -1.7794)
C (2.8507, -2.8723, -2.5812)
C (4.0037, -2.1025, -2.6354)
C (4.0966, -0.9354, -1.8859)
C (3.0292, -0.5372, -1.0875)
C (1.8646, -1.2921, -1.0292)
H (-2.7942, -5.0487, -0.9951)
H (-1.1315, -6.0454, -2.5861)
H (1.0035, -4.8811, -2.9904)
H (-2.2201, -2.8796, 0.0841)
H (2.7995, -3.7829, -3.1647)
H (4.8314, -2.4172, -3.2565)
H (4.9983, -0.3369, -1.9241)
H (3.1202, 0.3790, -0.5139)
C (0.1448, -2.2965, 3.3110)
As (0.2858, -0.7451, 2.1754)
C (-0.8025, 0.5200, 3.1284)
C (2.1382, -0.1794, 2.5010)
C (2.3589, 0.4124, 3.8632)
C (2.0728, 1.7545, 4.1099)
C (2.2640, 2.2955, 5.3718)
C (2.7437, 1.5006, 6.4059)
C (3.0367, 0.1670, 6.1696)
C (2.8471, -0.3723, 4.9028)
H (0.5434, -2.0267, 4.2889)
H (0.7150, -3.1217, 2.8901)
H (-0.8995, -2.5866, 3.4095)
H (-0.3780, 0.6519, 4.1214)
H (-1.8097, 0.1121, 3.2010)
H (-0.8290, 1.4706, 2.6038)
H (2.4119, 0.5088, 1.7030)
H (2.7239, -1.0890, 2.3588)
H (1.7025, 2.3820, 3.3059)
H (2.0421, 3.3399, 5.5493)
H (2.8973, 1.9233, 7.3899)
H (3.4225, -0.4548, 6.9666)
H (3.0932, -1.4126, 4.7200)
C (-4.5300, 2.0734, -1.3770)
Ge (-3.5056, 0.5017, -0.9115)
C (-4.1144, -1.0231, -1.9517)
C (-3.7106, 0.0857, 0.9881)
Ge (-1.1452, 0.8091, -1.3045)
C (-0.4036, 2.3351, -0.3515)
C (-1.2213, 3.1352, 0.4523)
C (-0.7035, 4.2398, 1.1178)
C (0.6451, 4.5506, 1.0040)
C (1.4748, 3.7607, 0.2178)
C (0.9534, 2.6625, -0.4537)
C (-0.7068, 0.9054, -3.1909)
C (0.6096, 0.9087, -3.6623)
C (0.8758, 1.0302, -5.0181)
C (-0.1698, 1.1405, -5.9257)
C (-1.4816, 1.1224, -5.4768)
C (-1.7481, 0.9958, -4.1188)
H (-5.5814, 1.8427, -1.1944)
H (-4.4033, 2.3299, -2.4280)
H (-4.2477, 2.9344, -0.7736)
H (-5.0881, -1.3425, -1.5760)
H (-3.4195, -1.8591, -1.8766)
H (-4.2206, -0.7666, -3.0051)
H (-4.6587, -0.4246, 1.1653)
H (-3.6931, 0.9918, 1.5952)
H (-2.9013, -0.5652, 1.3256)
H (-2.2757, 2.9093, 0.5612)
H (-1.3527, 4.8597, 1.7232)
H (1.0476, 5.4127, 1.5203)
H (2.5247, 4.0069, 0.1210)
H (1.6117, 2.0710, -1.0798)
H (1.4406, 0.8000, -2.9761)
H (1.8999, 1.0340, -5.3687)
H (0.0390, 1.2359, -6.9833)
H (-2.2978, 1.2051, -6.1827)
H (-2.7814, 0.9834, -3.7934)

Properties
⟨S²⟩: 3.760
Net charge: +1
Relative energy (zero: lowest compared OMol25 entry of this formula, charge and spin) (eV): 0.165
Multiplicity: 4
HOMO level (spin up / spin down) (eV): -10.15 / -11.32
Orbital gap (spin up / spin down) (eV): 7.6 / 6.8

Atom-resolved charges from Löwdin, all expressed in e:
1. Ni 0.318
2. C -0.040
3. C -0.027
4. C 0.016
5. C -0.192
6. N 0.007
7. C -0.119
8. C -0.191
9. C -0.021
10. C -0.064
11. C -0.068
12. C -0.124
13. C -0.180
14. H 0.116
15. H 0.120
16. H 0.114
17. H 0.111
18. H 0.107
19. H 0.109
20. H 0.109
21. H 0.080
22. C -0.260
23. As 1.148
24. C -0.255
25. C -0.294
26. C -0.317
27. C -0.067
28. C -0.070
29. C -0.079
30. C -0.071
31. C -0.057
32. H 0.033
33. H 0.036
34. H 0.034
35. H 0.039
36. H 0.022
37. H 0.018
38. H 0.057
39. H 0.084
40. H 0.107
41. H 0.108
42. H 0.107
43. H 0.108
44. H 0.113
45. C -0.234
46. Ge 0.654
47. C -0.235
48. C -0.252
49. Ge 0.888
50. C -0.359
51. C -0.135
52. C -0.075
53. C -0.077
54. C -0.074
55. C -0.117
56. C -0.345
57. C -0.110
58. C -0.071
59. C -0.074
60. C -0.074
61. C -0.122
62. H 0.032
63. H 0.021
64. H 0.016
65. H 0.031
66. H -0.006
67. H 0.020
68. H 0.029
69. H 0.021
70. H -0.023
71. H 0.074
72. H 0.110
73. H 0.109
74. H 0.110
75. H 0.076
76. H 0.075
77. H 0.108
78. H 0.108
79. H 0.108
80. H 0.066

=====

# 6
# C2H2F2N4

C2H2F2N4 in the gas phase in a non-equilibrium geometry (ωB97M-V with the def2-TZVPD basis set, the Open Molecules 2025 dataset).

Positions of all 10 atoms, in Å:
C (1.5607, -0.1844, -0.1435)
C (0.1315, 0.0525, -0.1723)
H (1.5479, -1.2273, -0.6489)
H (-2.4996, 1.2732, 0.7573)
N (-0.6298, -0.9728, -0.6305)
N (-1.9227, -0.6202, -0.3244)
N (-1.7908, 0.4927, 0.4341)
N (-0.5523, 0.9993, 0.4443)
F (2.1306, 0.8514, -0.7677)
F (2.0245, -0.6644, 1.0516)

Properties
Net charge: 0
Structure (SMILES): FC(F)c1nn[nH]n1
Relative energy (zero: lowest compared OMol25 entry of this formula, charge and spin) (eV): 1.531
HOMO level (eV): -11.45
Orbital gap (eV): 11.8

Atom-resolved charges from natural (NBO), all expressed in e:
1. C 0.530
2. C 0.164
3. H 0.157
4. H 0.444
5. N -0.238
6. N -0.024
7. N -0.177
8. N -0.225
9. F -0.304
10. F -0.327

=====

Question: Look up the net charge of the first one.
Answer: -1